Computed, not measured: a 7-piece molecular cluster, C42H95N5O7 overall at a distorted geometry, with ωB97M-V/def2-TZVPD.

Last columns: bonded neighbours and bond lengths (Å).
Cartesian coordinates (Å):
1 C -0.82211 -4.29890 -3.18555  C2 1.519, H12 1.095, H13 1.090, H14 1.086
2 C -1.79031 -5.36919 -2.71162  C1 1.519, C3 1.529, C4 1.523, N10 1.464
3 C -3.12416 -5.19667 -3.43988  C2 1.529, H15 1.091, H16 1.092, H17 1.092
4 C -1.34196 -6.79348 -3.01076  C2 1.523, C5 1.545, H18 1.090, H19 1.092
5 C -0.29596 -7.36530 -2.02778  C4 1.545, C6 1.514, H20 1.093, H21 1.093
6 C -0.70458 -7.19778 -0.57955  C5 1.514, C7 1.547, H22 1.095, H23 1.091
7 C -1.12461 -5.74447 -0.25656  C6 1.547, C8 1.525, C9 1.542, N10 1.460
8 C -1.81616 -5.71113 1.10195  C7 1.525, H24 1.091, H25 1.092, H26 1.093
9 C 0.13815 -4.86759 -0.14177  C7 1.542, H27 1.091, H28 1.089, H29 1.093
10 N -2.07262 -5.30680 -1.27655  C2 1.464, C7 1.460, O11 1.423
11 O -2.66176 -4.06011 -0.92382  N10 1.423, H30 0.962
12 H -0.58946 -4.42548 -4.24772  C1 1.095
13 H -1.22683 -3.29421 -3.06643  C1 1.090
14 H 0.13430 -4.31775 -2.67112  C1 1.086
15 H -3.00238 -5.40111 -4.50437  C3 1.091
16 H -3.87427 -5.88979 -3.05233  C3 1.092
17 H -3.54020 -4.19539 -3.31018  C3 1.092
18 H -2.22406 -7.43190 -2.96908  C4 1.090
19 H -0.85060 -6.86530 -3.98313  C4 1.092
20 H -0.20244 -8.41806 -2.30609  C5 1.093
21 H 0.68937 -6.91637 -2.17467  C5 1.093
22 H 0.17183 -7.31394 0.06699  C6 1.095
23 H -1.48223 -7.88965 -0.25431  C6 1.091
24 H -1.74926 -4.73770 1.58895  C8 1.091
25 H -1.39929 -6.47076 1.76681  C8 1.092
26 H -2.88679 -5.91928 1.02509  C8 1.093
27 H 0.78868 -4.96766 -1.01134  C9 1.091
28 H 0.72455 -5.16820 0.72577  C9 1.089
29 H -0.14241 -3.81170 -0.16354  C9 1.093
30 H -3.60269 -4.25966 -0.92098  O11 0.962
31 C -0.70908 -0.41252 -2.76588  C32 1.536, H42 1.091, H43 1.090, H44 1.091
32 C -1.08889 0.04654 -4.18112  C31 1.536, C33 1.533, C34 1.549, N40 1.458
33 C -1.73557 1.43551 -4.12737  C32 1.533, H45 1.095, H46 1.092, H47 1.091
34 C 0.23278 0.11872 -4.98476  C32 1.549, C35 1.536, H48 1.101, H49 1.091
35 C 0.12288 -0.02360 -6.51029  C34 1.536, C36 1.523, H50 1.091, H51 1.088
36 C -0.71334 -1.25567 -6.82896  C35 1.523, C37 1.521, H52 1.096, H53 1.091
37 C -2.08757 -1.25785 -6.17707  C36 1.521, C38 1.542, C39 1.532, N40 1.454
38 C -3.00613 -0.25209 -6.89946  C37 1.542, H54 1.099, H55 1.098, H56 1.088
39 C -2.69560 -2.64917 -6.37964  C37 1.532, H57 1.089, H58 1.091, H59 1.090
40 N -2.00480 -0.92650 -4.76326  C32 1.458, C37 1.454, O41 1.401
41 O -3.21342 -1.07104 -4.06914  N40 1.401, H60 0.964
42 H -0.25345 -1.38983 -2.93149  C31 1.091
43 H -0.03977 0.30812 -2.29708  C31 1.090
44 H -1.60039 -0.55701 -2.15281  C31 1.091
45 H -2.69819 1.37292 -3.60964  C33 1.095
46 H -1.14300 2.17129 -3.57990  C33 1.092
47 H -1.98679 1.80474 -5.12319  C33 1.091
48 H 0.49008 1.17806 -4.83011  C34 1.101
49 H 1.07830 -0.42842 -4.56587  C34 1.091
50 H -0.33583 0.89894 -6.86954  C35 1.091
51 H 1.10622 -0.16258 -6.95508  C35 1.088
52 H -0.14958 -2.11859 -6.45764  C36 1.096
53 H -0.85730 -1.30112 -7.90982  C36 1.091
54 H -3.96911 -0.20495 -6.37208  C38 1.099
55 H -3.36045 -0.59822 -7.87902  C38 1.098
56 H -2.63278 0.76664 -6.97518  C38 1.088
57 H -3.76369 -2.64423 -6.16511  C39 1.089
58 H -2.18699 -3.35078 -5.71614  C39 1.091
59 H -2.55527 -2.95606 -7.41600  C39 1.090
60 H -3.05981 -1.80029 -3.45722  O41 0.964
61 C 5.07865 3.01129 -1.68154  C62 1.543, H72 1.089, H73 1.092, H74 1.095
62 C 3.98016 2.14493 -1.03180  C61 1.543, C63 1.532, C64 1.537, N70 1.439
63 C 4.14563 0.72617 -1.58493  C62 1.532, H75 1.093, H76 1.087, H77 1.094
64 C 4.29639 2.04421 0.46872  C62 1.537, C65 1.515, H78 1.095, H79 1.089
65 C 3.81875 3.24414 1.26090  C64 1.515, C66 1.507, H80 1.098, H81 1.094
66 C 2.33578 3.43831 1.07849  C65 1.507, C67 1.530, H82 1.100, H83 1.092
67 C 1.93347 3.60809 -0.38743  C66 1.530, C68 1.519, C69 1.538, N70 1.455
68 C 0.44473 3.31236 -0.43988  C67 1.519, H84 1.097, H85 1.095, H86 1.088
69 C 2.18062 5.05641 -0.84133  C67 1.538, H87 1.091, H88 1.090, H89 1.092
70 N 2.65284 2.66439 -1.22972  C62 1.439, C67 1.455, O71 1.411
71 O 2.34670 2.83023 -2.59759  N70 1.411, H90 0.963
72 H 6.07181 2.76810 -1.30684  C61 1.089
73 H 5.06936 2.93095 -2.77089  C61 1.092
74 H 4.91825 4.07696 -1.49025  C61 1.095
75 H 3.87891 0.69945 -2.64480  C63 1.093
76 H 5.15694 0.38443 -1.37950  C63 1.087
77 H 3.44637 0.02632 -1.11875  C63 1.094
78 H 3.79843 1.16603 0.89234  C64 1.095
79 H 5.37309 1.92254 0.57628  C64 1.089
80 H 4.00398 3.06534 2.32871  C65 1.098
81 H 4.43357 4.12597 1.05798  C65 1.094
82 H 2.08914 4.36972 1.60874  C66 1.100
83 H 1.68938 2.73950 1.61451  C66 1.092
84 H -0.02421 3.38292 -1.42958  C68 1.097
85 H -0.17223 4.02808 0.11340  C68 1.095
86 H 0.25576 2.31124 -0.05693  C68 1.088
87 H 1.75360 5.21529 -1.83268  C69 1.091
88 H 3.23805 5.30371 -0.93453  C69 1.090
89 H 1.71501 5.74766 -0.13615  C69 1.092
90 H 1.74676 2.10634 -2.80679  O71 0.963
91 C -3.29032 2.44247 4.83045  C92 1.536, H102 1.091, H103 1.090, H104 1.092
92 C -2.20962 3.28617 4.13769  C91 1.536, C93 1.544, C94 1.525, N100 1.470
93 C -0.96325 2.40056 3.92375  C92 1.544, H105 1.090, H106 1.091, H107 1.090
94 C -2.63361 3.78818 2.76121  C92 1.525, C95 1.527, H108 1.094, H109 1.093
95 C -3.70609 4.87223 2.83912  C94 1.527, C96 1.508, H110 1.090, H111 1.092
96 C -3.03363 6.04539 3.50716  C95 1.508, C97 1.537, H112 1.094, H113 1.093
97 C -2.59383 5.70367 4.93926  C96 1.537, C98 1.533, C99 1.537, N100 1.473
98 C -1.66826 6.83834 5.39466  C97 1.533, H114 1.090, H115 1.093, H116 1.090
99 C -3.79164 5.63458 5.89973  C97 1.537, H117 1.087, H118 1.089, H119 1.095
100 N -1.80251 4.46101 4.92179  C92 1.470, C97 1.473, O101 1.417
101 O -1.42422 4.06485 6.22869  N100 1.417, H120 0.962
102 H -3.43198 1.49608 4.30618  C91 1.091
103 H -3.02099 2.28876 5.87491  C91 1.090
104 H -4.26858 2.92832 4.85130  C91 1.092
105 H -1.12657 1.79820 3.03049  C93 1.090
106 H -0.11829 3.08080 3.80565  C93 1.091
107 H -0.77752 1.75647 4.78315  C93 1.090
108 H -1.71826 4.19063 2.31681  C94 1.094
109 H -2.95953 2.91636 2.18832  C94 1.093
110 H -4.08005 5.07228 1.83453  C95 1.090
111 H -4.54520 4.52537 3.44566  C95 1.092
112 H -3.69324 6.91582 3.56993  C96 1.094
113 H -2.17751 6.35524 2.90316  C96 1.093
114 H -0.83100 6.95243 4.70629  C98 1.090
115 H -1.23823 6.60068 6.37112  C98 1.093
116 H -2.24133 7.75932 5.49859  C98 1.090
117 H -4.23667 4.64332 5.94295  C99 1.087
118 H -4.55339 6.39034 5.71295  C99 1.089
119 H -3.42507 5.78886 6.91958  C99 1.095
120 H -0.54053 4.42892 6.33663  O101 0.962
121 C 1.88716 -2.89197 3.84595  O122 1.420, H127 1.089, H128 1.099, H129 1.089
122 O 1.65324 -1.50039 4.00278  C121 1.420, C123 1.411
123 C 2.77211 -0.76637 4.44887  O122 1.411, C124 1.505, H130 1.103, H131 1.099
124 C 3.00281 -0.85855 5.93353  C123 1.505, C125 1.522, N126 1.476, H132 1.094
125 C 1.85731 -0.21359 6.70100  C124 1.522, H133 1.096, H134 1.091, H135 1.089
126 N 4.31314 -0.25937 6.25405  C124 1.476, H136 1.017, H137 1.014
127 H 2.34811 -3.33601 4.72678  C121 1.089
128 H 2.52734 -3.08798 2.97401  C121 1.099
129 H 0.92996 -3.34636 3.59396  C121 1.089
130 H 3.71113 -0.97408 3.90965  C123 1.103
131 H 2.58006 0.27180 4.14218  C123 1.099
132 H 3.05213 -1.90945 6.23343  C124 1.094
133 H 0.92588 -0.70887 6.40257  C125 1.096
134 H 1.73000 0.83226 6.41768  C125 1.091
135 H 1.96247 -0.36399 7.77448  C125 1.089
136 H 4.40557 0.59204 5.70523  N126 1.017
137 H 4.28827 0.04731 7.22054  N126 1.014
138 C 0.97679 -0.24876 0.69477  O139 1.437, H140 1.091, H141 1.090, H142 1.095
139 O 2.12509 -0.69822 1.43298  C138 1.437, H143 0.969
140 H 0.34415 0.39999 1.30227  C138 1.091
141 H 1.41642 0.28785 -0.14643  C138 1.090
142 H 0.40407 -1.10488 0.32257  C138 1.095
143 H 1.76840 -0.99412 2.28374  O139 0.969
144 C 3.01245 -3.23238 -1.71871  O145 1.413, H146 1.093, H147 1.093, H148 1.092
145 O 3.58948 -2.65342 -0.56607  C144 1.413, H149 0.962
146 H 1.95391 -2.97057 -1.79889  C144 1.093
147 H 3.54366 -2.84173 -2.58985  C144 1.093
148 H 3.11075 -4.31967 -1.67964  C144 1.092
149 H 2.95007 -2.16282 -0.03988  O145 0.962

The charge is 0. Its energy relative to the best compared isomer or geometry (same formula, charge and spin) is 1.0238 eV. As for the spin multiplicity: 1. Its SMILES is CC1(C)CCCC(C)(C)N1O.CC1(C)CCCC(C)(C)N1O.CC1(C)CCCC(C)(C)N1O.CC1(C)CCCC(C)(C)N1O.COC[C@H](C)N.CO.CO. The total energy comes out at -2457.504835 Eh.


Computed, not measured: one molecule with the formula CHOPS at a distorted geometry, with ωB97M-V/def2-TZVPD.

Last columns: bonded neighbours and bond lengths (Å).
Cartesian coordinates (Å):
1 O -0.99592 1.20550 -1.33738  P2 1.443
2 P 0.37745 1.05455 -0.91988  O1 1.443, C3 1.955
3 C 0.15930 -0.30285 0.46936  P2 1.955, S4 1.680, H5 1.180
4 S 1.12848 -1.67472 0.47827  C3 1.680
5 H -0.66931 -0.28248 1.30962  C3 1.180

The charge is 0. Its energy relative to the best compared isomer or geometry (same formula, charge and spin) is 0.5251 eV. As for the spin multiplicity: 1. Its SMILES is O=PC=S. The total energy comes out at -853.426528 Eh.